The following is a quantum chemistry calculation of an isolated molecule of C5H10O in a non-equilibrium geometry, from the Open Molecules 2025 dataset.

- orbital gap (hartree) = 0.41044
- LUMO (eV) = 1.2
- SMILES = CC[C@H]1O[C@@H]1C
- E (Eh) = -271.67387
- HOMO energy (eV) = -9.967
- energy relative to the best compared isomer or geometry (same formula, charge and spin) (kJ/mol) = 206.75
- 2S+1 = 1
- largest force on an atom (hartree/bohr) = 0.0805

Last column: Löwdin charge in e.
Positions of all 16 atoms, in Å:
H: 2.695063 0.289089 1.124851  0.09
H: 2.177693 1.234034 -0.316494  0.07
H: -2.482994 0.403357 1.119719  0.11
H: 0.181880 -0.159545 1.644790  0.19
H: 1.127270 -1.145927 -1.179817  0.14
C: -2.494359 -0.210185 0.169525  -0.04
C: 0.087269 -0.152696 0.454111  -0.31
H: -0.996140 -0.552399 -1.397121  0.14
H: -2.769308 -1.272482 0.173966  0.09
H: -3.078331 0.341957 -0.528384  0.06
O: -0.409896 1.029654 -0.134974  -0.01
C: -1.143596 -0.104882 -0.427395  -0.35
C: 1.303078 -0.713145 -0.104546  -0.28
C: 2.491431 0.220901 -0.004286  -0.12
H: 3.486211 0.040424 -0.564330  0.10
H: 1.474890 -1.655700 0.478164  0.12

Atomic forces in eV per Å
H 0.18 0.13 -1.58
H 0.10 -0.40 0.12
H -0.28 -1.32 -0.72
H -1.13 0.13 -2.49
H 0.34 1.16 1.65
C 0.57 0.89 0.40
C -1.10 0.18 1.86
H -0.01 0.10 -0.44
H -0.33 0.47 0.56
H -1.31 0.24 -0.42
O 0.64 1.59 -0.39
C 1.10 -1.54 2.30
C 1.53 -2.93 -2.49
C 1.35 1.01 1.11
H -1.81 -0.36 0.92
H 0.16 0.66 -0.39

---

The following is a quantum chemistry calculation of a 3-piece molecular cluster, C5H10O overall, from the Open Molecules 2025 dataset.

- orbital gap (hartree) = 0.36727
- LUMO (eV) = 0.8
- SMILES = C=C.C=C.C=O
- E (Eh) = -271.62373
- HOMO energy (eV) = -9.240
- energy relative to the best compared isomer or geometry (same formula, charge and spin) (kJ/mol) = 338.40
- 2S+1 = 1
- largest force on an atom (hartree/bohr) = 0.0139

Last column: Löwdin charge in e.
Positions of all 16 atoms, in Å:
H: -2.021058 -0.125860 -1.120274  0.07
H: 1.289839 -1.908271 0.630596  0.05
H: -0.857430 -1.034864 1.593166  0.07
H: -2.285356 0.670600 0.530812  0.05
H: 2.437872 0.279553 0.667164  0.06
O: 0.724730 1.936225 -0.430158  -0.03
H: -0.599981 1.896891 1.102967  0.09
H: 2.247490 0.401929 -1.162558  0.05
H: -1.254069 2.258619 -0.614926  0.09
C: -1.831281 -0.121475 -0.050848  -0.12
C: -1.134103 -1.081857 0.542252  -0.09
C: 1.426583 -1.318560 -0.270648  -0.13
H: -0.843710 -1.974079 0.005558  0.04
C: 2.074081 -0.162783 -0.255502  -0.09
C: -0.387199 2.009893 0.022866  -0.19
H: 1.013599 -1.725955 -1.190466  0.06

Atomic forces in eV per Å
H -0.18 -0.14 0.15
H 0.05 0.09 -0.11
H -0.27 -0.07 -0.10
H 0.10 0.02 -0.09
H 0.06 -0.14 -0.14
O -0.49 0.49 0.16
H 0.15 0.06 -0.10
H -0.01 -0.09 0.11
H 0.06 0.01 0.04
C -0.39 -0.46 0.14
C -0.53 -0.04 0.02
C 0.52 -0.05 -0.08
H 0.07 0.17 0.02
C 0.28 -0.37 -0.05
C 0.37 0.51 -0.09
H 0.21 -0.01 0.10

---

The following is a quantum chemistry calculation of a 2-piece molecular cluster, C5H10O overall in a non-equilibrium geometry, from the Open Molecules 2025 dataset.

- orbital gap (hartree) = 0.35354
- LUMO (eV) = 0.8
- SMILES = C=CCC=C.O
- E (Eh) = -271.64300
- HOMO energy (eV) = -8.865
- energy relative to the best compared isomer or geometry (same formula, charge and spin) (kJ/mol) = 287.81
- 2S+1 = 1
- largest force on an atom (hartree/bohr) = 0.0548

Last column: Löwdin charge in e.
Positions of all 16 atoms, in Å:
C: 0.261901 0.549029 0.762468  -0.19
H: -0.803553 2.007699 1.787366  0.06
C: 2.481696 -0.511519 1.405036  -0.18
C: -0.732744 1.415125 0.878051  -0.01
H: -4.344362 -1.149161 -3.196118  0.03
H: 4.148587 -0.284033 -0.007327  0.05
H: 1.441612 1.307091 2.221099  0.12
H: 2.928541 -1.209816 2.111816  0.09
C: 3.094269 -0.405217 0.215695  0.00
C: 1.306304 0.289642 1.849966  -0.21
H: -4.823643 -0.508406 -4.545784  0.03
H: 0.462822 0.129005 -0.212001  0.08
H: 2.501906 -0.256945 -0.689717  0.04
O: -4.969485 -1.221346 -3.923310  -0.06
H: -1.382540 1.662788 0.055795  0.05
H: 0.822007 -0.274524 2.650176  0.11

Atomic forces in eV per Å
C 0.43 0.21 -0.29
H -0.37 -0.11 -0.01
C 1.39 0.24 -0.13
C 0.53 0.24 0.33
H 0.05 0.27 -0.24
H 0.27 -1.64 0.42
H 1.19 -0.29 0.31
H 0.50 0.99 0.66
C -0.85 0.62 -0.89
C -2.49 -1.10 -0.73
H 0.27 0.19 0.14
H -0.23 -0.46 -0.07
H -0.06 1.21 0.29
O -0.32 -0.46 0.10
H -0.18 -0.07 -0.06
H -0.16 0.17 0.16

---

The following is a quantum chemistry calculation of a 3-piece molecular cluster, C5H10O overall in a non-equilibrium geometry, from the Open Molecules 2025 dataset.

- orbital gap (hartree) = 0.38960
- LUMO (eV) = 1.1
- E (Eh) = -271.66702
- HOMO energy (eV) = -9.515
- energy relative to the best compared isomer or geometry (same formula, charge and spin) (kJ/mol) = 224.73
- 2S+1 = 1
- largest force on an atom (hartree/bohr) = 0.0280

Last column: Löwdin charge in e.
Positions of all 16 atoms, in Å:
H: -0.700737 -2.128583 -0.156985  0.04
C: -0.705876 -0.214127 0.902451  -0.29
H: -1.627246 -2.129027 1.351252  0.07
O: 1.326446 -1.353914 -2.169156  0.06
C: 1.491431 -1.132184 -1.067477  -0.01
H: 2.724549 0.732431 -0.419962  0.04
C: -1.364074 -1.526430 0.475731  -0.12
H: -2.285171 -1.342180 -0.089808  0.08
C: -0.430383 0.742505 -0.237369  -0.26
H: -0.799379 0.458487 -1.225356  0.10
H: 2.303335 1.328695 -0.275947  0.03
H: 0.597888 2.214238 0.875869  0.07
H: 0.230381 -0.423985 1.437999  0.11
H: -1.360792 0.297292 1.617327  0.11
H: 0.392809 2.574685 -0.925846  0.06
C: 0.206821 1.902096 -0.092723  -0.08

Atomic forces in eV per Å
H -0.15 0.11 0.13
C -0.05 0.05 0.07
H 0.05 0.07 -0.14
O 0.20 0.28 1.09
C -0.09 -0.64 -1.29
H 0.27 0.21 0.09
C -0.03 -0.03 -0.02
H 0.14 0.00 0.09
C -0.09 0.28 0.05
H 0.02 0.07 0.18
H 0.36 -0.09 -0.05
H -0.12 -0.05 -0.13
H -0.16 0.06 -0.11
H 0.06 -0.09 -0.02
H -0.11 -0.12 0.08
C -0.31 -0.10 -0.01

---

The following is a quantum chemistry calculation of an isolated molecule of C5H10O in a non-equilibrium geometry, from the Open Molecules 2025 dataset.

- orbital gap (hartree) = 0.31810
- LUMO (eV) = 0.9
- SMILES = C/C=C(/C)CO
- E (Eh) = -271.63434
- HOMO energy (eV) = -7.774
- energy relative to the best compared isomer or geometry (same formula, charge and spin) (kJ/mol) = 310.52
- 2S+1 = 1
- largest force on an atom (hartree/bohr) = 0.0235

Last column: Löwdin charge in e.
Positions of all 16 atoms, in Å:
H: -1.898600 1.724730 0.461243  0.08
C: -0.584444 -0.004199 0.298306  -0.30
H: 0.398524 -1.280597 1.704695  0.08
H: -1.111217 -2.170118 0.126377  0.12
C: -1.810912 0.776799 -0.081376  -0.05
O: 0.738539 -1.769833 0.933524  -0.10
H: 1.635879 1.624946 -0.841949  0.09
H: 0.138397 -1.623436 -1.015529  0.11
H: 1.375206 -0.004757 -1.404726  0.08
H: 0.783256 1.353230 1.308409  0.10
C: 1.682334 0.570114 -0.522623  -0.08
H: -1.620705 1.066287 -1.132593  0.09
C: 0.611109 0.612583 0.534600  -0.14
H: -2.769825 0.249935 -0.079313  0.07
H: 2.716443 0.336471 -0.270925  0.08
C: -0.283978 -1.462149 -0.018126  -0.23

Atomic forces in eV per Å
H 0.04 -0.20 0.08
C 0.52 0.21 -0.43
H 0.64 -0.46 -0.07
H -0.25 0.47 -0.24
C -0.20 -0.06 0.18
O -0.30 -0.95 0.20
H 0.35 -0.18 -0.07
H -0.06 -0.14 0.07
H 0.16 -0.04 0.37
H -0.64 0.90 -0.49
C 0.25 -0.11 0.06
H -0.22 -0.06 0.29
C -0.35 0.80 -0.11
H 0.17 -0.09 0.28
H -0.04 -0.06 0.20
C -0.06 -0.03 -0.31

---

The following is a quantum chemistry calculation of an isolated molecule of C5H10O, from the Open Molecules 2025 dataset.

- orbital gap (hartree) = 0.39327
- LUMO (eV) = 1.2
- SMILES = C[C@H]1CCCO1
- E (Eh) = -271.74090
- HOMO energy (eV) = -9.524
- energy relative to the best compared isomer or geometry (same formula, charge and spin) (kJ/mol) = 30.76
- 2S+1 = 1
- largest force on an atom (hartree/bohr) = 0.0058

Last column: Löwdin charge in e.
Positions of all 16 atoms, in Å:
O: -0.101605 0.465804 1.202831  -0.11
C: -1.528529 -0.253935 -0.565026  -0.16
H: -2.093405 1.035560 1.124969  0.11
H: 2.201942 -0.863161 0.685769  0.08
H: 2.469513 0.844805 1.086311  0.08
C: 0.649299 0.467567 -0.005062  -0.42
H: 0.204643 -1.565937 -0.545903  0.12
H: 2.720958 0.279757 -0.577406  0.08
C: -0.064426 -0.556991 -0.883040  -0.15
C: 2.098531 0.162543 0.316005  -0.04
H: -2.197401 -1.102189 -0.733148  0.11
H: -1.882952 0.577744 -1.183730  0.11
C: -1.462345 0.161786 0.915563  -0.19
H: -1.775917 -0.649036 1.584505  0.12
H: 0.578227 1.464030 -0.477737  0.15
H: 0.183469 -0.468346 -1.944896  0.12

Atomic forces in eV per Å
O 0.03 0.03 0.09
C -0.06 0.01 -0.05
H 0.10 -0.11 -0.04
H -0.03 0.14 -0.03
H -0.05 -0.07 -0.11
C 0.17 -0.04 -0.19
H -0.01 0.13 -0.04
H -0.08 -0.03 0.11
C 0.05 -0.02 -0.03
C 0.02 0.01 0.01
H 0.10 0.11 0.04
H 0.05 -0.10 0.09
C -0.29 -0.05 0.03
H 0.05 0.11 -0.10
H 0.00 -0.12 0.06
H -0.04 0.02 0.15

---

The following is a quantum chemistry calculation of an isolated molecule of C5H10O, from the Open Molecules 2025 dataset.

- orbital gap (hartree) = 0.38743
- LUMO (eV) = 1.0
- SMILES = CC(=O)C(C)C
- E (Eh) = -271.75034
- HOMO energy (eV) = -9.529
- energy relative to the best compared isomer or geometry (same formula, charge and spin) (kJ/mol) = 5.97
- 2S+1 = 1
- largest force on an atom (hartree/bohr) = 0.0081

Last column: Löwdin charge in e.
Positions of all 16 atoms, in Å:
C: 2.085334 -0.242686 -0.676294  -0.01
H: 1.792079 -1.018332 -1.388585  0.08
H: 2.474416 0.622750 -1.217593  0.09
H: -2.178864 0.210450 -1.143673  0.08
H: -2.202273 -0.705621 1.247952  0.08
H: -1.102883 0.509476 1.945597  0.08
O: 1.190662 1.134024 1.033111  0.08
C: 0.968399 0.251880 0.230456  -0.43
H: -1.390967 1.600012 -0.361822  0.09
H: -0.663220 0.851633 -1.798666  0.08
C: -1.151512 -0.438965 1.402646  -0.07
C: -1.211946 0.646971 -0.871930  -0.06
H: -0.381043 -1.286773 -0.429327  0.13
H: 2.903598 -0.617588 -0.056365  0.09
C: -0.442030 -0.306088 0.057614  -0.38
H: -0.689755 -1.211137 2.026881  0.08

Atomic forces in eV per Å
C -0.02 0.05 -0.01
H -0.08 0.14 0.15
H 0.00 -0.08 -0.01
H 0.14 0.07 0.06
H 0.13 0.03 0.04
H -0.03 -0.13 -0.09
O -0.05 -0.36 -0.21
C 0.03 0.25 0.07
H 0.06 -0.14 -0.09
H -0.07 -0.04 0.12
C -0.02 -0.01 0.05
C 0.01 0.04 -0.07
H 0.06 0.10 0.06
H -0.10 0.02 -0.01
C 0.00 -0.07 0.00
H -0.05 0.11 -0.08

---

The following is a quantum chemistry calculation of a 2-piece molecular cluster, C5H10O overall in a non-equilibrium geometry, from the Open Molecules 2025 dataset.

- orbital gap (hartree) = 0.37121
- LUMO (eV) = 1.1
- SMILES = C=C/C=C/C.O
- E (Eh) = -271.66010
- HOMO energy (eV) = -9.029
- energy relative to the best compared isomer or geometry (same formula, charge and spin) (kJ/mol) = 242.89
- 2S+1 = 1
- largest force on an atom (hartree/bohr) = 0.0298

Last column: Löwdin charge in e.
Positions of all 16 atoms, in Å:
C: -0.537685 -0.984446 0.769639  -0.15
H: -2.317414 0.910914 2.660244  0.07
C: 0.546813 -1.968194 0.603864  -0.19
H: 2.437582 4.745014 -5.288466  0.03
H: -3.200512 -0.533446 2.440236  0.07
C: -2.437715 0.081334 1.963671  -0.11
H: 2.288856 -0.794870 1.044907  0.05
H: 0.361609 -3.045350 0.651087  0.10
O: 1.848586 3.997788 -5.112455  -0.07
H: -0.762207 -1.150204 2.803203  0.10
H: 2.179877 3.368030 -5.772790  0.04
C: -1.117527 -0.641657 1.918310  -0.16
H: -2.715968 0.446784 0.978402  0.07
C: 1.850615 -1.656077 0.551644  -0.01
H: -0.995952 -0.609731 -0.132267  0.10
H: 2.571043 -2.165892 -0.079234  0.05

Atomic forces in eV per Å
C -0.43 -0.27 1.33
H -0.22 0.42 -0.15
C 1.34 -0.02 0.43
H -0.27 0.09 0.31
H -0.13 -0.21 -0.38
C 1.04 0.41 0.93
H -0.50 0.78 -0.71
H -0.65 0.20 -1.27
O 0.64 -0.02 -0.65
H 0.08 0.31 0.41
H -0.37 -0.06 0.33
C -0.68 -1.06 -0.88
H -0.22 -0.05 0.08
C 0.15 0.51 -0.24
H 0.15 0.06 -0.43
H 0.08 -1.09 0.89

---

The following is a quantum chemistry calculation of a 2-piece molecular cluster, C5H10O overall in a non-equilibrium geometry, from the Open Molecules 2025 dataset.

- orbital gap (spin up / spin down) (hartree) = 0.32634 / 0.26163
- LUMO (spin up / spin down) (eV) = 0.8 / 0.5
- E (Eh) = -271.58396
- HOMO energy (spin up / spin down) (eV) = -8.058 / -6.614
- energy relative to the best compared isomer or geometry (same formula, charge and spin) (kJ/mol) = 442.80
- 2S+1 = 1
- largest force on an atom (hartree/bohr) = 0.0320

Last column: Löwdin charge in e.
Positions of all 16 atoms, in Å:
C: 0.004992 0.865147 0.243939  -0.43
H: 1.113080 1.866629 1.773798  0.09
H: 1.651734 0.786800 -1.104269  0.08
H: 1.614758 0.205681 1.476800  0.08
H: 0.058924 0.923054 -1.867718  0.08
C: 0.672096 1.248275 -1.031104  -0.07
C: -1.179620 -2.281616 -0.848321  -0.14
C: 0.748965 0.860362 1.532467  -0.06
H: 0.904779 -2.460567 -0.266543  0.01
C: -0.007705 -1.922298 -0.421501  -0.01
H: 0.112092 0.525445 2.351213  0.08
H: -1.991064 -1.567718 -0.920792  0.03
H: -1.713269 0.838171 1.106114  0.11
O: -1.340103 1.071914 0.248655  0.03
H: 0.794861 2.334786 -1.106420  0.08
H: -1.444518 -3.294066 -1.166318  0.04

Atomic forces in eV per Å
C 0.04 -1.57 -0.47
H -0.01 0.10 0.08
H 0.06 -0.04 0.02
H 0.02 -0.04 -0.02
H 0.04 -0.01 -0.09
C -0.36 0.08 0.17
C -0.58 -0.21 -0.23
C -0.16 0.15 -0.06
H 0.35 -0.25 0.02
C 0.21 1.24 0.49
H 0.03 -0.06 0.06
H -0.14 0.20 0.00
H 0.09 -0.03 -0.01
O 0.20 0.28 -0.03
H 0.02 0.14 0.03
H 0.19 0.02 0.06

---

The following is a quantum chemistry calculation of an isolated molecule of C5H10O, from the Open Molecules 2025 dataset.

- orbital gap (hartree) = 0.38549
- LUMO (eV) = 1.2
- SMILES = COCC1CC1
- E (Eh) = -271.67223
- HOMO energy (eV) = -9.310
- energy relative to the best compared isomer or geometry (same formula, charge and spin) (kJ/mol) = 211.05
- 2S+1 = 1
- largest force on an atom (hartree/bohr) = 0.0157

Last column: Löwdin charge in e.
Positions of all 16 atoms, in Å:
H: -1.612479 -0.271898 0.388664  0.12
C: -0.656876 -0.397510 0.924327  -0.20
H: 0.793395 0.355428 -1.244879  0.10
C: 1.035516 0.944129 -0.350748  -0.12
H: 0.696120 1.040557 1.897407  0.14
C: 0.068400 2.013043 0.011975  -0.13
H: -0.881437 -0.771711 1.930034  0.12
C: -0.305828 -1.985601 -0.850259  -0.13
H: -0.712013 -2.967402 -0.597974  0.08
H: -0.831125 2.097243 -0.590139  0.10
H: 0.540051 -2.116507 -1.539124  0.09
H: 2.104928 1.050632 -0.231196  0.10
C: 0.204433 0.844415 0.936553  -0.24
H: 0.489102 2.944741 0.358419  0.09
O: 0.151802 -1.381856 0.315631  -0.22
H: -1.083990 -1.397702 -1.358693  0.09

Atomic forces in eV per Å
H 0.25 0.04 0.01
C -0.04 0.00 -0.04
H -0.10 -0.02 0.80
C 0.23 0.14 0.15
H 0.07 -0.09 -0.60
C -0.14 0.45 -0.03
H -0.09 0.36 -0.03
C -0.21 -0.36 -0.28
H -0.15 -0.16 -0.30
H 0.10 0.05 0.05
H -0.17 0.01 0.13
H -0.03 0.43 -0.02
C 0.38 -0.30 -0.33
H -0.24 0.21 0.07
O 0.02 -0.72 0.33
H 0.12 -0.05 0.07

---

no.,M (g/mol)
1,86.134
2,86.134
3,86.134
4,86.134
5,86.134
6,86.134
7,86.134
8,86.134
9,86.134
10,86.134